i | C6H9NS | ωB97M-V/def2-TZVPD

The geometry in XYZ format:
```
17
Properties=species:S:1:pos:R:3:nbo_charge:R:1
C 0.93 0.83 -0.74 0.03
C -0.15 1.38 -0.20 -0.07
C 3.46 0.02 -0.07 0.05
C -0.18 -0.16 -0.82 -0.22
C -0.94 2.35 0.56 -0.67
C -0.38 -1.32 0.02 -0.66
N 3.26 -1.09 0.63 -0.79
S 4.81 0.71 -0.46 0.02
H -0.56 -0.32 -1.90 0.18
H -0.50 3.47 0.67 0.25
H -0.93 1.94 1.60 0.23
H -2.01 2.41 0.27 0.24
H -1.49 -1.72 -0.07 0.22
H -0.01 -1.07 1.05 0.21
H 0.00 -2.18 -0.45 0.23
H 2.39 -1.41 0.92 0.39
H 3.94 -1.47 1.20 0.38
```

Orbital gap (spin up / spin down)   7.562 / 7.052 eV
Total charge   0
LUMO energy (spin up / spin down)   -0.33 / -0.46 eV
Highest occupied orbital energy (spin up / spin down)   -7.888 / -7.514 eV

---

ii | C6H9NS | ωB97M-V/def2-TZVPD

The geometry in XYZ format:
```
17
Properties=species:S:1:pos:R:3:nbo_charge:R:1
C -1.52 -2.02 -0.10 -0.39
C -0.40 -1.39 -0.52 -0.17
C 0.46 -0.61 0.39 -0.46
S 2.18 -1.22 0.22 0.14
C 2.73 0.44 -0.33 -0.34
N 1.62 1.29 -0.26 -0.41
C 0.55 0.82 0.16 0.30
C -0.66 1.70 0.31 -0.67
H -1.98 -2.75 -0.68 0.20
H -1.81 -2.04 0.98 0.19
H -0.29 -1.25 -1.63 0.21
H 0.11 -1.03 1.37 0.25
H 3.12 0.29 -1.28 0.21
H 3.56 0.71 0.32 0.21
H -0.50 2.25 1.37 0.24
H -1.63 1.16 0.18 0.24
H -0.47 2.52 -0.49 0.25
```

Structure (SMILES)   C=C[C@H]1SCN=C1C
Orbital gap   9.458 eV
Total charge   0
LUMO energy   0.91 eV
Highest occupied orbital energy   -8.551 eV

---

Energetically preferred structure: ii | next structure: +513.9 kJ/mol

---

i | C6H9NS | ωB97M-V/def2-TZVPD

The geometry in XYZ format:
```
17
Properties=species:S:1:pos:R:3:nbo_charge:R:1
C -0.66 2.07 -0.28 -0.39
C -0.51 0.76 -0.51 0.12
N 0.26 -0.09 0.28 -0.47
C 0.96 0.26 1.28 0.20
C 1.94 -0.69 2.00 -0.67
C -1.28 -0.05 -1.46 -0.30
C -1.33 -1.50 -1.54 -0.53
S -0.81 -0.86 -3.06 0.12
H 0.01 2.38 0.47 0.19
H -1.18 2.74 -0.92 0.21
H 1.14 1.29 1.60 0.13
H 1.76 -1.77 1.71 0.23
H 1.92 -0.45 3.08 0.22
H 2.91 -0.53 1.59 0.23
H -2.27 0.45 -1.77 0.23
H -0.52 -2.07 -0.96 0.25
H -2.32 -1.95 -1.50 0.22
```

Structure (SMILES)   C=C(/N=C/C)[C@@H]1CS1
Orbital gap   8.626 eV
Total charge   0
LUMO energy   0.17 eV
Highest occupied orbital energy   -8.459 eV

---

ii | C6H9NS | ωB97M-V/def2-TZVPD

The geometry in XYZ format:
```
17
Properties=species:S:1:pos:R:3:nbo_charge:R:1
C 4.05 -0.36 0.61 -0.49
C 2.79 -0.05 0.63 0.10
C 1.55 0.38 0.40 -0.27
C 0.53 -0.32 -0.49 -0.46
C -0.48 0.55 -1.12 -0.22
C -1.74 0.51 -0.72 -0.38
S -2.37 -0.25 0.70 0.36
N -4.12 -0.24 0.21 -0.92
H 4.41 -1.09 1.37 0.21
H 4.73 0.01 -0.03 0.21
H 1.29 1.14 1.05 0.22
H 0.00 -0.99 0.32 0.22
H 1.13 -0.91 -1.21 0.23
H -0.21 1.15 -2.00 0.22
H -2.58 1.16 -1.13 0.24
H -4.58 -1.09 0.45 0.37
H -4.42 0.40 0.97 0.36
```

Structure (SMILES)   C=C=CC/C=C\SN
Orbital gap   9.006 eV
Total charge   0
LUMO energy   0.58 eV
Highest occupied orbital energy   -8.423 eV

---

Energetically preferred structure: i | next structure: +93.2 kJ/mol

---

i | C2H4O4S | ωB97M-V/def2-TZVPD

The geometry in XYZ format:
```
11
Properties=species:S:1:pos:R:3:nbo_charge:R:1
C 0.37 0.97 -0.33 -0.62
C -0.30 -0.20 -0.33 0.59
O -3.64 -1.40 0.20 -0.86
O -2.87 0.67 1.12 -0.84
O -1.23 -0.58 -1.31 -0.70
O -0.24 -1.10 0.66 -0.69
S -3.49 0.01 0.01 1.68
H 0.22 1.63 -1.14 0.22
H 1.20 1.18 0.35 0.21
H -1.30 -1.53 -1.22 0.50
H 0.26 -0.67 1.46 0.51
```

Orbital gap   8.424 eV
Total charge   0
LUMO energy   -0.57 eV
Highest occupied orbital energy   -8.997 eV

---

ii | C2H4O4S | ωB97M-V/def2-TZVPD

The geometry in XYZ format:
```
11
Properties=species:S:1:pos:R:3:nbo_charge:R:1
C -1.92 0.24 -1.24 -0.61
C -0.49 0.17 -0.66 0.64
O 2.06 -0.77 2.70 -0.84
O 2.57 0.24 0.63 -0.90
O -0.39 -0.41 0.57 -0.77
O 0.62 0.79 -1.01 -0.68
S 1.70 0.24 1.76 1.73
H -2.58 -0.36 -0.78 0.18
H -2.09 0.67 -2.13 0.20
H -0.90 -1.27 0.80 0.53
H 1.42 0.47 -0.66 0.51
```

Orbital gap   7.382 eV
Total charge   0
LUMO energy   -0.88 eV
Highest occupied orbital energy   -8.263 eV

---

Energetically preferred structure: i | next structure: +152.1 kJ/mol

---

i | C3H6S2 | ωB97M-V/def2-TZVPD

The geometry in XYZ format:
```
11
Properties=species:S:1:pos:R:3:nbo_charge:R:1
C -0.52 0.53 -1.17 -0.60
C -0.35 -0.74 -0.41 -0.53
C 0.72 -0.32 0.72 -0.24
H -0.58 -0.09 -2.62 0.20
H -1.80 1.37 -0.80 0.25
H 0.57 1.24 -1.30 0.26
H -1.47 -0.91 0.00 0.25
H 0.05 -1.56 -0.82 0.23
H 1.00 0.55 3.32 0.17
S 0.07 0.52 2.29 -0.05
S 2.31 -0.59 0.80 0.07
```

Orbital gap   8.124 eV
Total charge   0
LUMO energy   -0.51 eV
Highest occupied orbital energy   -8.636 eV

---

ii | C3H6S2 | ωB97M-V/def2-TZVPD

The geometry in XYZ format:
```
11
Properties=species:S:1:pos:R:3:nbo_charge:R:1
C 2.18 0.01 -0.18 -0.74
S 0.68 -0.77 -0.90 0.30
C -0.49 0.19 0.07 -0.27
C -1.96 -0.33 0.02 -0.72
S -0.21 1.50 1.10 -0.04
H 2.15 -0.37 0.90 0.24
H 2.92 -0.53 -0.70 0.22
H 2.05 1.23 -0.29 0.27
H -2.38 -1.53 0.07 0.25
H -2.58 0.44 0.77 0.25
H -2.37 0.16 -0.85 0.24
```

Structure (SMILES)   CSC(C)=S
Orbital gap   8.448 eV
Total charge   0
LUMO energy   -0.20 eV
Highest occupied orbital energy   -8.652 eV

---

Energetically preferred structure: ii | next structure: +396.6 kJ/mol